Here is a cluster of 6 separate species, C36H28NO15 in total at a distorted geometry from OMol25. Energies are from ωB97M-V/def2-TZVPD.

Values from the calculation:
Total energy in eV: -69985.5628

The geometry in ORCA input format:
```
! RIJCOSX wB97M-V def2-TZVPD def2/J DEFGRID3
* xyz -1 1
O -7.037 3.091 -0.772
O -0.212 -3.393 -0.731
O 6.277 -2.570 4.679
O -0.149 0.455 -2.380
O 3.949 0.663 1.189
O 3.316 -2.139 -1.195
O 4.359 3.171 9.876
O -3.326 -0.112 -2.950
O -0.983 -0.703 -4.135
O -0.325 -3.303 4.556
O -2.949 -1.568 -1.331
O -5.494 3.349 -5.606
O -0.420 2.624 -6.942
O -7.695 -2.164 -0.876
O 4.941 3.001 4.618
N 2.445 -3.097 -3.065
C 5.949 3.369 6.712
C 3.498 2.761 6.459
C -0.302 -3.323 3.342
C -7.175 1.885 -0.798
C -0.240 -3.375 0.476
C -8.694 -0.038 -0.913
C -4.331 3.171 -5.905
C 5.742 -1.830 3.878
C 5.960 -0.365 3.921
C 3.351 2.804 7.781
C 4.261 -1.549 1.939
C 2.745 -1.993 -2.259
C -6.180 -0.357 -0.767
C 2.397 -0.611 -2.741
C -1.585 2.780 -6.630
C -1.445 -3.805 1.224
C 5.802 3.412 8.033
C 1.395 -0.568 -3.873
C -3.589 4.193 -6.692
C 0.902 -2.888 2.591
C 0.012 -0.205 -3.371
C -6.017 0.964 -0.743
C 4.847 -2.357 2.820
C -2.758 -1.086 -2.464
C -1.696 -1.726 -3.425
C 4.481 -0.079 1.982
C 5.378 0.449 3.044
C -7.530 -0.962 -0.855
C 4.491 3.132 8.672
C -8.530 1.280 -0.886
C -2.324 1.766 -5.848
C -2.316 4.012 -7.027
C 4.808 3.041 5.822
C 0.932 -2.911 1.262
C -3.599 1.945 -5.510
C -1.473 -3.780 2.555
H -5.333 -1.038 -0.733
H 6.616 -0.001 4.703
H 2.404 2.603 8.265
H 1.798 -2.597 0.692
H -2.342 -4.086 3.122
H 2.681 2.522 5.790
H 5.526 1.516 3.061
H -9.363 1.970 -0.925
H 1.317 -1.502 -4.406
H -1.780 0.877 -5.561
H 1.648 0.174 -4.621
H 6.896 3.569 6.226
H 3.609 -1.916 1.156
H -1.755 4.742 -7.598
H -4.145 1.210 -4.927
H -2.289 -4.125 0.627
H 1.744 -2.555 3.185
H 2.067 -0.080 -1.860
H 1.441 -3.184 -3.178
H -5.037 1.418 -0.686
H 2.805 -3.909 -2.587
H -0.977 -2.350 -2.900
H 6.620 3.650 8.701
H 3.340 -0.168 -3.032
H -2.244 -2.348 -4.116
H 4.700 -3.430 2.808
H -9.672 -0.501 -0.978
H -4.142 5.081 -6.971
*
```



Here is a structure of composition C20H16ILuN4O at a distorted geometry from OMol25. Energies are from ωB97M-V/def2-TZVPD.

Values from the calculation:
Total energy in eV: -70716.9277

The geometry in ORCA input format:
```
! RIJCOSX wB97M-V def2-TZVPD def2/J DEFGRID3
* xyz 2 1
Lu -0.703 0.604 0.923
I -3.109 1.887 1.733
O 0.087 0.734 2.820
N -0.709 0.287 4.890
N 1.059 -0.618 0.187
N -1.276 -1.678 1.052
N 0.501 1.892 -0.633
C 2.023 0.006 -0.537
C -0.239 -3.862 1.307
C 1.116 -1.869 0.717
C 2.297 3.374 -2.189
C 0.181 3.093 -1.115
C -2.454 -2.237 1.320
C -0.168 -2.472 1.031
C 1.721 1.367 -0.952
C 0.955 -4.615 1.395
C -1.516 -4.424 1.522
C 4.150 0.190 -1.715
C -1.132 2.421 3.926
C 2.173 -3.974 1.340
C 2.260 -2.623 1.018
C -2.623 -3.608 1.537
C 1.043 3.860 -1.901
C 3.918 1.509 -2.029
C 2.667 2.096 -1.721
C -0.545 1.135 3.862
C 3.210 -0.565 -1.024
H -3.611 -4.000 1.723
H 0.714 4.816 -2.274
H -1.762 2.699 4.756
H 3.387 -1.622 -0.906
H -0.255 -0.617 4.872
H -0.815 3.467 -0.883
H 3.223 -2.140 1.038
H -1.091 0.604 5.767
H -1.595 -5.485 1.692
H -3.311 -1.568 1.365
H 3.080 -4.526 1.532
H 0.888 -5.680 1.551
H 4.660 2.093 -2.553
H -0.762 3.215 3.295
H 5.068 -0.283 -2.028
H 2.992 3.941 -2.791
*
```



Here is a cluster of 12 separate species, C52H60F24N4O16 in total at a distorted geometry from OMol25. Energies are from ωB97M-V/def2-TZVPD.

Values from the calculation:
Total energy in eV: -158836.4295
SMILES: CCOC(=O)C(F)(F)F.CCOC(=O)C(F)(F)F.CCOC(=O)C(F)(F)F.CCOC(=O)C(F)(F)F.CCOC(=O)C(F)(F)F.CCOC(=O)C(F)(F)F.CCOC(=O)C(F)(F)F.CCOC(=O)C(F)(F)F.c1ccncc1.c1ccncc1.c1ccncc1.c1ccncc1

The geometry in ORCA input format:
```
! RIJCOSX wB97M-V def2-TZVPD def2/J DEFGRID3
* xyz 0 1
F 3.723 3.227 3.722
F -7.794 -3.608 -0.709
F -1.186 -3.644 3.927
F -5.558 3.273 -6.586
F 5.155 4.142 0.864
F -2.131 -8.480 3.499
F 3.252 4.728 1.521
F -4.579 1.333 -6.587
F 4.651 -0.311 -2.909
F 2.321 -1.612 -5.421
F -0.219 -4.660 5.581
F 5.589 2.752 4.596
F 4.119 1.154 -4.414
F -6.897 -1.602 -0.626
F 4.546 6.119 0.312
F 3.792 2.395 5.752
F -6.700 1.437 -6.159
F 1.957 -0.829 -3.426
F 3.117 -2.652 -3.721
F -7.815 -2.336 -2.423
F -0.300 -8.108 4.532
F 5.208 -0.600 -4.946
F 0.846 -2.998 4.537
F -0.354 -9.625 3.030
O 4.928 1.079 2.728
O -5.592 -4.573 -1.621
O 7.460 0.613 -3.989
O 0.890 -3.984 -3.841
O -5.104 1.016 -3.979
O -1.253 -2.966 7.182
O -0.601 -7.900 1.023
O -0.158 -6.257 2.611
O -5.422 3.250 -3.895
O -1.135 -1.323 5.614
O -0.345 -2.161 -4.215
O 3.301 5.122 -1.774
O 6.153 2.074 -2.817
O 3.226 3.033 -0.840
O -4.805 -2.529 -1.979
O 3.602 0.047 4.278
N -5.035 -1.870 2.249
N -0.533 4.148 4.262
N -0.579 3.468 -3.316
N 0.218 -0.602 0.506
C -2.499 -3.200 -1.012
C -0.541 -7.481 2.160
C -0.026 -6.254 -3.494
C -0.008 3.677 6.542
C -0.273 -4.817 -4.050
C 6.778 4.249 -1.870
C 4.233 0.992 3.819
C -5.759 -3.413 -1.704
C -5.348 -0.557 2.034
C 0.729 -2.726 -4.020
C -0.375 -3.450 5.008
C 2.665 4.629 -3.006
C -3.089 -0.124 6.619
C -3.784 -2.165 2.362
C -0.977 -2.559 6.098
C -5.553 2.083 -5.999
C -7.102 -2.708 -1.388
C 4.942 -0.130 1.872
C -4.326 0.409 1.841
C -2.011 3.687 -5.191
C -5.286 2.161 -4.447
C 4.111 4.831 0.512
C 6.414 1.026 -3.642
C -0.807 -8.448 3.362
C -1.673 4.689 4.627
C 0.268 3.560 5.196
C -0.136 0.523 -0.203
C 2.107 5.817 -3.683
C 7.263 2.910 -2.445
C 0.828 0.802 2.414
C -1.279 2.698 -5.858
C -2.724 -1.254 2.197
C -1.644 -0.319 6.651
C 1.536 -5.750 0.850
C 5.766 0.214 0.653
C 3.433 4.221 -0.784
C -3.453 -2.926 -2.239
C 0.317 -5.265 1.597
C 5.069 0.316 -3.977
C 4.338 2.319 4.537
C -3.307 1.329 -2.357
C -1.122 4.379 6.978
C 0.140 2.530 -3.969
C -1.596 4.054 -3.904
C 0.670 -0.427 1.772
C 0.492 1.953 1.670
C -2.008 4.827 5.937
C -4.731 0.910 -2.586
C -3.009 0.063 1.956
C 0.016 1.800 0.313
C 2.086 -1.936 -4.151
C -0.207 2.084 -5.261
H -3.391 0.804 7.148
H -3.439 -3.718 -3.026
H 1.920 -5.070 0.133
H 5.612 -0.429 -0.209
H -0.446 2.695 -0.154
H -2.853 5.288 6.290
H 0.813 -6.661 -3.972
H -3.183 2.371 -2.561
H -2.267 4.980 3.777
H -1.631 -1.582 2.285
H -1.217 -4.247 -3.723
H 5.386 1.206 0.378
H -3.519 -3.196 2.559
H 3.436 4.181 -3.621
H -6.421 -0.414 2.019
H -3.306 0.132 5.583
H -5.524 1.609 -2.020
H 3.892 -0.364 1.699
H -1.447 -3.310 -1.354
H -3.019 -2.098 -2.700
H -1.621 2.316 -6.811
H 1.448 5.476 -4.523
H -1.395 4.495 8.041
H 2.951 6.354 -4.131
H -2.567 0.742 -2.863
H 1.254 -6.611 0.244
H 6.116 4.743 -2.585
H 0.707 3.170 7.248
H -4.605 1.397 1.696
H -0.215 -4.950 -5.151
H 6.846 0.134 0.878
H 7.872 2.314 -1.738
H -4.979 -0.181 -2.397
H 7.951 3.020 -3.336
H -1.220 -0.700 7.630
H -3.146 1.414 -1.280
H 0.312 1.253 -5.677
H -0.671 0.353 -1.118
H 0.723 2.916 2.015
H -1.101 0.537 6.286
H 0.970 2.044 -3.422
H -2.819 -4.181 -0.584
H -0.934 -6.923 -3.736
H 0.485 -4.374 2.168
H -2.495 -2.370 -0.316
H 1.883 3.918 -2.723
H 2.364 -6.076 1.473
H 1.233 3.129 4.918
H 1.179 0.906 3.450
H 0.162 -6.301 -2.410
H -0.479 -5.069 0.919
H 1.534 6.519 -3.125
H 5.305 -0.904 2.473
H -2.840 4.098 -5.701
H 0.855 -1.347 2.289
H 7.650 4.921 -1.752
H -3.608 -0.991 6.967
H -2.203 0.738 1.803
H -2.174 4.748 -3.282
H 6.367 4.133 -0.837
*
```



Here is the molecule C5H9N3 at a distorted geometry from OMol25. Energies are from ωB97M-V/def2-TZVPD.

Values from the calculation:
Energy relative to the best compared isomer or geometry (same formula, charge and spin) in kcal per mole: 74.49
SMILES: [H]/N=C(\C=C)N(C)N=C

The geometry in ORCA input format:
```
! RIJCOSX wB97M-V def2-TZVPD def2/J DEFGRID3
* xyz 0 1
N -0.246 -0.330 -1.698
N -0.813 0.108 -0.403
N -0.957 -0.394 1.826
C -0.231 -0.132 0.808
C 0.890 -0.838 -1.788
C 1.853 1.144 0.626
C -2.262 0.154 -0.441
C 1.266 -0.032 0.871
H -2.691 -0.792 -0.098
H -0.421 -0.526 2.678
H 1.760 -0.766 1.499
H -2.562 0.346 -1.471
H 2.882 1.334 0.890
H 1.505 -0.994 -0.812
H 1.355 1.900 0.039
H -2.619 0.952 0.218
H 1.291 -1.134 -2.744
*
```



Here is a cluster of 7 separate species, C30H79FN6O10 in total at a distorted geometry from OMol25. Energies are from ωB97M-V/def2-TZVPD.

Values from the calculation:
Total energy in eV: -64516.1330
⟨S²⟩: 0.75

The geometry in ORCA input format:
```
! RIJCOSX wB97M-V def2-TZVPD def2/J DEFGRID3
* xyz -1 2
F 0.260 -0.223 -0.548
O -6.489 1.171 0.721
O 0.613 -5.538 -1.125
O -3.194 -2.150 2.000
O -2.397 2.247 -3.661
O 1.707 -2.563 4.826
O -2.863 3.938 1.712
O 4.429 -4.824 0.188
O 0.418 3.153 2.507
O 4.980 0.883 0.174
O 3.464 -0.138 -5.371
N -1.972 3.543 -1.060
N 1.712 -2.573 -1.122
N 2.122 1.333 -2.211
N 0.822 0.179 2.400
N -3.761 0.165 0.400
N -1.269 1.643 0.757
C 0.403 3.741 3.822
C 1.880 1.188 2.746
C 1.640 2.517 2.055
C 3.282 1.686 -1.428
C 2.476 -3.336 -0.124
C -0.045 -4.360 -1.524
C -3.695 4.340 2.815
C 0.917 -3.367 -2.090
C -1.675 4.794 -0.283
C -0.914 3.200 -1.980
C 5.725 -0.202 0.798
C 1.319 -1.309 4.437
C 3.789 0.484 -0.577
C -1.320 1.991 -2.845
C -2.490 -2.638 3.110
C 3.671 -4.092 -0.714
C 4.344 0.128 -6.447
C 5.215 -4.049 1.118
C -2.856 4.959 0.683
C 2.250 0.407 -3.355
C -3.114 -0.977 -0.249
C 3.125 0.967 -4.510
C 0.018 -6.771 -1.420
C -7.602 1.981 1.004
C -4.613 0.878 -0.595
C -2.390 -1.758 0.860
C -5.462 1.907 0.088
C -3.023 1.165 -4.349
C 1.119 -1.137 2.873
C 0.908 -3.674 4.365
H 2.727 -0.497 -2.978
H 5.945 -4.729 1.556
H 0.325 2.913 4.526
H 5.977 -0.930 0.027
H -5.852 2.579 -0.677
H -0.481 4.376 3.887
H -0.020 2.886 -1.440
H 1.077 -3.970 3.329
H 3.926 -0.412 -1.183
H -2.103 1.082 0.862
H 2.471 3.144 2.377
H 0.859 0.077 1.396
H 2.943 -2.547 0.466
H -1.679 1.196 -2.192
H 5.080 -0.647 1.555
H 1.826 1.429 3.808
H 3.858 0.816 -7.139
H 4.557 -3.612 1.869
H -4.012 -1.472 -0.617
H -5.199 0.143 -1.146
H -3.284 5.245 3.263
H -1.499 -1.231 1.201
H -0.671 -3.813 -0.820
H 0.446 -2.631 -2.741
H -7.267 2.731 1.722
H -0.837 1.815 1.654
H 6.588 0.182 1.342
H 4.089 2.071 -2.051
H 2.120 -0.670 4.808
H -2.289 0.580 -4.903
H -0.796 4.745 0.359
H -3.599 0.473 -3.733
H 5.324 0.450 -6.094
H 3.007 0.183 0.120
H 3.245 -4.854 -1.367
H -2.784 3.769 -1.617
H -4.720 4.425 2.453
H 2.853 0.709 2.645
H -3.140 -3.107 3.849
H -3.774 4.839 0.108
H 4.450 -0.885 -6.834
H 4.241 -3.418 -1.354
H -3.712 1.516 -5.117
H -4.400 -0.160 1.111
H -0.921 -6.848 -0.872
H 0.675 -7.571 -1.081
H -2.055 -2.683 0.390
H 1.938 -1.566 2.296
H -5.028 2.544 0.859
H 0.185 -1.666 2.684
H 1.241 -1.736 -0.812
H -0.663 1.055 0.202
H 1.305 4.330 3.988
H -0.150 -3.428 4.462
H 2.926 2.457 -0.745
H -0.672 4.045 -2.625
H 1.811 -3.935 0.499
H 3.989 1.556 -4.202
H -2.428 -0.729 -1.059
H 1.037 -4.576 4.962
H 1.413 0.905 -1.634
H 1.232 0.303 -3.730
H 1.755 2.448 0.973
H -1.572 5.655 -0.943
H -0.227 -6.882 -2.476
H -1.883 -1.851 3.558
H -0.433 1.662 -3.386
H -2.743 5.948 1.127
H -4.017 1.537 -1.225
H 5.776 -3.279 0.589
H 2.434 1.641 -5.017
H -8.368 1.363 1.472
H -0.749 -4.572 -2.329
H 1.614 -3.877 -2.756
H -1.843 -3.447 2.771
H 0.413 -0.972 4.941
H -3.693 3.535 3.549
H -8.095 2.434 0.143
H -1.482 2.500 0.268
*
```



Here is a cluster of 10 separate species, ClH18O13 in total at a distorted geometry from OMol25. Energies are from ωB97M-V/def2-TZVPD.

Values from the calculation:
Energy relative to the best compared isomer or geometry (same formula, charge and spin) in kcal per mole: 24.13

The geometry in ORCA input format:
```
! RIJCOSX wB97M-V def2-TZVPD def2/J DEFGRID3
* xyz -1 1
Cl 1.768 -27.088 20.839
O 4.053 -26.286 17.850
O 1.987 -28.531 20.492
O 3.147 -24.040 22.931
O 2.834 -26.662 21.808
O 5.081 -26.054 20.483
O 1.804 -26.251 19.594
O -0.606 -24.601 18.099
O 0.380 -26.963 21.451
O -1.820 -26.061 20.144
O 0.355 -23.920 21.205
O 0.683 -28.093 18.076
O 3.736 -28.929 18.042
O 1.010 -26.010 16.321
H -1.474 -25.451 19.536
H 0.946 -28.866 18.523
H 0.318 -24.409 18.006
H 3.331 -25.931 18.308
H 1.029 -27.430 18.716
H 4.799 -25.264 20.002
H -0.362 -23.729 20.604
H 0.944 -26.820 16.816
H 3.268 -24.379 23.800
H 0.194 -24.832 21.495
H 3.878 -28.017 18.186
H 3.561 -29.248 18.911
H 0.416 -26.110 15.529
H 3.002 -24.818 22.438
H -1.066 -26.379 20.641
H -0.690 -25.302 17.437
H 4.349 -26.337 21.010
H 3.751 -26.211 16.953
*
```



Here is a cluster of 2 separate species, C8H16N2 in total at a distorted geometry from OMol25. Energies are from ωB97M-V/def2-TZVPD.

Values from the calculation:
Energy relative to the best compared isomer or geometry (same formula, charge and spin) in kcal per mole: 9.78
SMILES: CCc1c[nH]cn1.CCC

The geometry in ORCA input format:
```
! RIJCOSX wB97M-V def2-TZVPD def2/J DEFGRID3
* xyz 0 1
N -2.183 0.659 -0.322
N -1.464 0.029 -2.299
C 3.406 0.379 0.309
C -0.890 -0.822 -1.383
C -1.091 -1.124 1.118
C 1.398 1.824 -0.246
C 1.872 0.442 0.318
C -1.359 -0.420 -0.166
C -2.216 0.912 -1.606
C -2.361 -1.694 1.755
H -2.971 -0.922 2.216
H -0.344 -1.909 0.971
H -1.200 0.079 -3.269
H -0.590 -0.491 1.861
H -2.094 -2.415 2.539
H -2.969 -2.232 1.019
H 3.743 -0.539 0.796
H 3.853 1.163 0.930
H 3.755 0.448 -0.720
H 0.915 2.416 0.524
H 0.609 1.691 -0.987
H -2.826 1.697 -2.027
H 1.505 -0.411 -0.244
H 1.474 0.503 1.321
H -0.198 -1.589 -1.675
H 2.227 2.324 -0.733
*
```



no.,M (g/mol)
1,714.612
2,630.246
3,1453.016
4,111.148
5,702.992
6,261.584
7,140.230